Computed, not measured: C16H19AgN8O5Se2Te2 as an isolated structure in a non-equilibrium geometry, with the ωB97M-V functional and the def2-TZVPD basis.

Summary:
M   924.37 Da
Frontier orbital gap   4.387 eV
Strongest force on any atom   0.0392 hartree/bohr
Net charge   -2
HOMO   -0.856 eV

The geometry in XYZ format:
```
53
Properties=species:S:1:pos:R:3:forces:R:3
Se 1.59552 1.55705 5.27999 0.0874 -0.0072 -0.0099
C -1.18893 -3.83893 -1.98933 -0.1368 0.3216 0.3515
C 2.82533 1.36073 -0.11068 0.7254 0.2928 0.1431
N -2.52669 -0.78059 -0.93735 0.3572 -0.7082 -0.0016
H -0.25133 2.79435 4.47206 -0.1758 0.2768 -0.0649
O -3.01070 6.53320 1.37899 0.2926 -0.2796 -0.7058
H -1.76288 -3.78007 -2.90744 -0.1332 0.0625 -0.0938
C 3.83815 0.90555 -2.21228 0.9288 0.0200 -0.9852
H -3.20129 -5.99656 -0.16383 0.0737 0.2254 -0.0408
C 1.73771 0.00658 -1.55476 0.0996 -0.0920 -0.7131
C -0.39580 -5.51140 -0.27056 0.0310 -0.0417 0.1262
H -1.60098 -5.89451 -1.99786 0.0032 -0.0511 -0.0836
H 0.57824 -5.53705 -0.78498 -0.2616 -0.0104 0.0834
N -0.75504 3.01074 2.53900 -0.3856 0.3620 -0.2928
H 0.02663 -2.31493 0.23111 -0.2645 0.0987 -0.1118
H -3.65307 -4.58990 -1.16068 0.1830 -0.0990 0.0974
H -0.13594 -3.83590 -2.25176 0.2232 0.0759 -0.0655
O -2.02768 4.74656 -0.27642 0.2610 -0.2811 0.7457
N -2.57642 -1.86292 -1.65760 1.2224 1.0321 1.2235
N 1.77470 0.61760 -0.38752 -0.5004 -0.1786 0.0719
H 2.66466 -0.42670 -3.43511 0.0060 0.0232 0.0667
H -2.55016 5.88614 0.70989 -0.3863 0.0456 0.0599
C -1.56955 4.45499 4.01424 0.1771 -0.2026 0.4693
C -1.45770 3.91230 1.87505 -0.0208 0.1381 -0.4377
H -2.77838 -4.35580 0.37300 -0.0433 -0.1398 -0.1785
C 2.75567 0.11705 -2.50086 -0.9985 -0.6151 -0.1246
C 4.98375 1.13614 -3.19139 -1.5407 -0.3803 0.3771
H 5.47879 1.07362 -5.12222 0.0198 -0.0220 -0.0557
H 4.74014 2.14694 -0.74374 -0.0647 -0.0192 0.0251
N 4.79051 0.72270 -4.47742 -0.2269 -0.0988 -0.3511
O -1.05341 2.72047 -0.14460 -0.1702 0.5267 0.2037
Te -1.29976 -0.71611 3.64569 -0.0934 -0.2007 0.0058
C -1.51609 3.76679 0.36002 -0.2516 0.4018 -0.4472
C -0.84783 -1.94481 -0.29648 0.1155 -0.0744 -0.0572
Ag -0.22114 0.97280 1.28723 -0.0972 -0.0328 0.1509
C 3.88947 1.52694 -0.99619 -0.0496 0.5315 0.9282
C -2.82179 6.11543 2.60738 0.2639 -0.1733 0.6873
N -1.48803 -2.58675 -1.27966 -0.3926 -0.8297 -0.5583
O 6.00025 1.66003 -2.84492 1.4535 0.5920 0.4273
H 2.82174 1.82711 0.86653 0.0415 0.0776 0.0605
H 3.85048 0.64993 -4.82970 0.0368 -0.0445 0.0424
C -1.52575 -5.12024 -1.22876 0.0082 0.0110 0.2369
N -1.44976 -0.80537 -0.08057 -0.9508 0.0688 -0.8023
O -3.25666 6.71925 3.57875 0.0949 -0.2045 -0.4683
N -0.84315 3.34575 3.81632 0.4151 -0.3156 0.8439
C -1.99929 4.88083 2.78141 -0.1578 0.0331 -0.4990
Se -1.29386 -3.16522 3.16998 0.0087 -0.1020 -0.2160
Te 1.37422 -0.09655 3.40980 0.1298 0.0397 0.1921
H 0.84551 -0.57093 -1.76990 0.0295 -0.0332 -0.0001
H -1.73802 4.87991 4.99790 0.0659 -0.1286 -0.2804
C -2.87274 -5.00673 -0.50928 -0.0274 -0.0349 0.1556
H -0.32640 -4.79997 0.56454 -0.0460 -0.1339 -0.0794
H -0.57525 -6.50955 0.15493 0.0211 0.2777 -0.0511
```
Positions in Å, forces in eV/Å.

---

Computed, not measured: C19H23NOS as an isolated structure in a non-equilibrium geometry, with the ωB97M-V functional and the def2-TZVPD basis.

Summary:
M   313.47 Da
Frontier orbital gap   8.496 eV
Strongest force on any atom   0.3110 hartree/bohr
HOMO   -8.468 eV

The geometry in XYZ format:
```
45
Properties=species:S:1:pos:R:3:forces:R:3
C 1.93512 3.32785 3.36892 5.8369 12.7715 0.0160
C 0.70634 2.31090 1.26697 -0.1188 -1.0168 -1.2152
C -2.74833 -2.97111 -2.40793 -5.3086 -0.5732 10.9870
C 1.98041 3.94457 2.01272 5.1789 6.7910 7.8635
H -0.37391 -2.33119 -0.84745 0.0558 -0.7952 -2.3430
H -3.88527 -1.48080 -0.28841 2.5493 0.6653 0.1388
C -1.42914 -2.92446 -4.17275 -1.3454 6.2485 -3.6605
C 2.15676 -0.47998 0.05839 -11.4802 -3.6476 6.7431
H 1.76183 -2.16735 -0.94457 1.7859 -3.0984 -8.9620
O -0.26115 -1.52882 2.06461 -1.2221 -0.2545 -3.8422
H -1.37064 -3.03576 -5.32849 0.7718 -0.3655 2.0705
C 1.31889 3.60037 1.03013 -4.8094 -7.4773 -0.6167
H -2.34289 -3.19500 0.58086 -2.2235 -11.5992 -2.5063
C -2.45930 -1.70777 -1.61944 2.8568 -6.6616 -12.5824
H 1.15613 1.95778 4.51436 -0.3748 -1.3621 2.1448
H -2.44259 -0.23829 -0.36603 -0.0938 -1.7515 1.1426
C -2.44804 -3.57605 -3.52990 6.5699 9.1622 1.9776
H 3.83739 5.33609 2.44667 -3.4130 0.0173 -1.7666
H -0.52161 -0.95477 -4.37750 -0.2778 0.9216 0.3255
C -1.30033 -1.37837 -3.75808 1.8669 -7.4342 -2.4107
C 2.67176 5.34559 1.83566 4.3496 -0.4092 2.2612
C -1.61892 -1.06379 -2.48784 1.7050 4.8275 0.0628
H 1.72732 -0.18603 1.27875 1.4395 -0.8850 -2.9825
H 2.35031 4.18526 4.34406 -1.1574 -3.0322 -3.1364
C -2.65820 -1.37087 -0.38175 -6.4306 2.1410 7.5062
C 1.70330 -1.98799 -0.04457 -3.9367 3.7342 8.3659
C -2.14449 -2.34608 0.76247 3.4737 15.4332 1.0639
H -3.46191 -3.79016 -1.51990 1.5884 2.3548 -2.8077
C -0.66984 -1.84205 0.83462 -5.1969 -0.4991 15.1139
C 0.84332 1.65605 2.41635 -4.1234 -3.2079 4.4612
H 2.93138 5.61706 0.81469 -0.0438 -0.6528 -0.3095
H -2.61869 -1.91381 1.63397 0.1269 -0.6167 0.4345
H 2.10902 -2.66581 0.76815 -0.6976 0.8038 -1.2822
H -0.66956 0.66707 0.73569 2.3203 2.1215 -1.5364
H 1.52869 3.73645 0.09703 0.6348 2.1934 -5.5593
H -2.81234 -4.32979 -3.83746 -4.8077 -10.1892 -3.6257
C 0.14026 1.46917 0.22105 -4.6816 -0.2584 -1.0308
H -1.07038 -0.10609 -2.25173 -1.0810 -0.5945 0.6232
H 3.04382 -0.45910 0.17839 11.6789 0.7336 0.9289
C 1.33653 2.27991 3.56077 -2.4033 -5.3306 0.2402
H 0.09574 0.80116 2.95197 1.9896 1.4457 -3.1252
N 0.08035 -1.97541 -0.06747 9.0477 -1.1619 -6.8476
H 2.23200 6.29051 2.18434 -0.5804 -0.7935 0.5440
H -0.49370 2.17186 -0.53791 1.4982 -1.8979 1.3792
S 1.38474 0.66332 -0.79822 -1.5168 3.1999 -4.2458
```
Positions in Å, forces in eV/Å.

---

Computed, not measured: C8H21N as an isolated structure in a non-equilibrium geometry, with the ωB97M-V functional and the def2-TZVPD basis.

Summary:
M   131.26 Da
Frontier orbital gap   6.575 eV
Strongest force on any atom   0.0245 hartree/bohr
HOMO   -6.042 eV

The geometry in XYZ format:
```
30
Properties=species:S:1:pos:R:3:forces:R:3
H -1.29799 3.01530 0.16042 0.0125 -0.0120 0.0098
H -1.38539 -1.23240 2.30039 -0.0069 0.0015 0.0135
C -0.58084 -1.87513 1.93031 0.0905 0.2652 -0.1110
H 2.35644 2.48488 -0.72689 -0.0290 -0.0150 0.0033
H -1.90157 -2.88511 -0.25826 -0.0044 -0.0119 0.0484
H 0.61681 -3.56961 0.12140 -0.0145 -0.0118 0.0527
H 1.13903 3.05571 -1.89281 -0.0192 -0.0105 0.0563
H -1.32663 2.46066 -1.51579 0.0307 -0.0115 0.0149
H 1.50976 0.31980 -1.51636 0.0088 0.0661 0.0085
C 0.64112 1.17387 1.02543 -0.2334 -1.1986 0.0897
C 0.85414 -2.50286 -0.00156 -0.1011 0.1300 -0.0382
C 1.31953 2.80898 -0.84003 -0.0765 -0.0800 -0.0039
C -0.27599 -1.58346 0.46032 -0.1298 -0.4174 -0.3086
H 0.21503 -0.16607 0.83854 0.2922 1.2196 0.1010
H 1.69769 1.21400 1.29510 0.0327 0.0870 -0.0126
H 0.03729 1.63249 1.80575 -0.0078 0.0466 -0.0108
H 0.29463 -1.68598 2.55853 0.0066 0.0021 0.0206
H 0.03645 0.58336 -2.21531 -0.0468 0.0392 0.1172
H 1.08513 -2.37193 -1.06763 0.0198 0.0180 -0.0186
H -1.76640 1.35143 -0.19730 0.0145 -0.0179 0.0220
H 1.19546 3.71681 -0.24911 -0.0084 -0.0080 0.0136
C -1.09798 2.16274 -0.48814 0.1420 -0.0359 0.0045
C -1.54273 -1.84929 -0.35852 0.1307 -0.0184 0.0185
H -0.88768 -2.91731 2.09826 0.0073 -0.0031 -0.0792
H 0.15728 -0.37813 -0.69230 -0.0170 0.3473 0.1365
N 0.52539 0.48713 -1.33062 -0.0429 0.1297 0.7436
H 1.77250 -2.30351 0.56014 0.0134 -0.0292 0.0020
H -1.38866 -1.69572 -1.43522 -0.0017 0.0357 -0.0170
H -2.36159 -1.19386 -0.04543 -0.0164 -0.0074 -0.0067
C 0.35978 1.74321 -0.32328 -0.0460 -0.4994 -0.8701
```
Positions in Å, forces in eV/Å.

---

Computed, not measured: a 2-piece molecular cluster, C4H6F2O overall in a non-equilibrium geometry, with the ωB97M-V functional and the def2-TZVPD basis.

Summary:
M   108.09 Da
Frontier orbital gap   9.705 eV
Strongest force on any atom   0.1102 hartree/bohr
HOMO   -9.091 eV

The geometry in XYZ format:
```
13
Properties=species:S:1:pos:R:3:forces:R:3
H -1.51767 -1.58771 0.83100 0.0074 -0.2533 0.2145
H -1.33379 1.65283 0.15401 1.1113 0.1388 -0.4051
H 0.31549 2.26847 0.58171 0.1597 0.0661 0.1043
F 2.13698 -1.35163 -0.19494 0.0435 0.5701 -0.7365
H -1.98163 -0.80180 -0.79430 1.1909 -1.9185 0.9371
C -0.31632 1.38883 0.55947 -1.7538 0.1884 -2.2302
C 1.67895 -0.07999 -0.30970 -3.2895 -2.3352 1.2830
H -0.80585 -2.32577 -0.70815 0.3254 -0.5581 -0.4374
O 0.97536 0.31051 -1.39486 0.3616 0.5472 -1.7927
F 2.53599 0.72675 0.18128 2.4568 1.7585 0.6049
C 0.25714 0.22340 -0.19208 -1.7342 -3.1553 1.4524
H -0.67832 1.08996 1.49744 0.4585 -0.6279 1.7506
C -1.26633 -1.51385 -0.21090 0.6622 5.5791 -0.7449
```
Positions in Å, forces in eV/Å.